Below is the molecule C20H25NO3, with properties calculated with ωB97M-V/def2-TZVPD.

Properties
SMILES	CC[C@H](C(=O)O)C(=O)Nc1cc(C)c2cc(C(C)C)ccc(C)c1-2
energy above the lowest of the compared OMol25 structures with the same formula, charge and spin	77.7	kcal per mole
Kohn-Sham gap	6.3	eV
HOMO energy	-6.78	eV
LUMO	-0.5	eV

Geometry as ORCA input:
```
! RIJCOSX wB97M-V def2-TZVPD def2/J DEFGRID3
* xyz 0 1
O 3.18430 -4.76117 -0.38311
O 2.41090 -2.41739 2.40023
O 3.21662 -3.05316 -1.83733
C 3.38532 -3.59009 -0.63129
C 2.50711 -2.27309 1.17052
C -0.50957 -1.56804 1.75920
C -0.52214 1.82917 -1.58017
C -1.77017 2.39323 -1.29345
C -2.71195 0.92492 0.46833
C -1.62569 0.08845 0.75038
C -0.38607 -0.11466 0.00860
C 0.27226 -1.16616 0.68337
C -1.66128 -0.87173 1.80811
C 0.09933 0.68195 -1.09095
C -2.79767 1.92159 -0.45833
N 1.55198 -1.61139 0.35562
C -2.71155 -1.11876 2.83523
C 1.39175 0.38563 -1.78828
C 5.52704 -0.97263 1.28580
C -3.98105 4.14654 -0.17444
C -4.62429 2.37609 -1.97672
C 3.85017 -2.73479 0.54403
C 4.76957 -1.54838 0.11150
C -4.12311 2.66356 -0.57326
H 2.82579 -3.78789 -2.39030
H -0.24525 -2.36015 2.45007
H -0.04381 2.40307 -2.37352
H -2.02318 3.30526 -1.83352
H -3.55353 0.72122 1.07327
H 1.85462 -1.49860 -0.59200
H -2.62583 -0.45288 3.68315
H -2.67774 -2.16543 3.16485
H -3.71543 -0.99911 2.35870
H 1.60376 1.10319 -2.55625
H 1.32350 -0.60948 -2.25586
H 2.23860 0.44473 -1.07911
H 6.20382 -0.16154 0.95277
H 6.13897 -1.73424 1.78816
H 4.83861 -0.60187 2.04793
H -3.47535 4.78350 -0.91021
H -4.96287 4.51292 -0.02422
H -3.44412 4.33202 0.75856
H -3.96289 2.86835 -2.68516
H -4.65915 1.30939 -2.20213
H -5.59461 2.80943 -2.12416
H 4.41881 -3.34214 1.22539
H 5.53499 -1.94690 -0.58341
H 4.13598 -0.79342 -0.40596
H -4.87554 2.25089 0.11936
*
```